Entry 1:
Here is 2 unconnected molecules or ions with the total composition C7H8N4O at a distorted geometry from the Open Molecules 2025 dataset. Energies are from ωB97M-V/def2-TZVPD.

Output
- frontier orbital gap (spin up / spin down) (eV) = 4.65 / 3.53
- LUMO level (spin up / spin down) (eV) = -2.851 / -3.495
- energy above the lowest of the compared OMol25 structures with the same formula, charge and spin (kcal per mole) = 142.6

```
20
Properties=species:S:1:pos:R:3:mulliken_charge:R:1
C -0.005 2.123 0.012 0.12
C 2.533 -0.096 1.199 -0.22
C 2.009 -0.756 -0.754 0.31
C -2.913 -0.285 -0.566 -0.64
C -2.139 -0.910 0.486 -0.25
C -2.025 0.590 0.330 0.11
C -0.809 1.049 -0.358 -0.23
N 0.560 3.095 0.225 -0.34
N 3.663 -0.321 0.612 -0.69
N 3.396 -0.814 -0.584 0.22
N 1.450 -0.272 0.453 -0.28
O 1.324 -1.148 -1.723 -0.70
H 2.544 0.341 2.117 0.52
H -2.896 -0.302 -1.650 0.27
H -4.001 -0.332 -0.308 0.24
H -2.511 -1.111 1.501 0.28
H -1.107 -1.362 0.355 0.16
H -2.502 1.348 0.953 0.45
H -0.658 0.489 -1.239 0.46
H 4.089 -1.325 -1.061 0.23
```

Entry 2:
Here is a molecular structure, C13H17N2O3PPtS2 from the Open Molecules 2025 dataset. Energies are from ωB97M-V/def2-TZVPD.

Output
- net charge = -1
- frontier orbital gap (spin up / spin down) (eV) = 5.75 / 6.60
- LUMO level (spin up / spin down) (eV) = 2.798 / 2.796
- energy above the lowest of the compared OMol25 structures with the same formula, charge and spin (kcal per mole) = 0.0
- 2S+1 = 2

```
39
Properties=species:S:1:pos:R:3:mulliken_spin:R:1
Pt -0.176 -0.134 -0.553 0.80
O 2.056 -0.128 -0.354 0.07
C 2.810 0.863 -0.093 0.02
C 4.226 0.635 -0.038 0.02
C 5.134 1.619 0.229 0.00
C 4.708 2.935 0.467 0.00
C 3.359 3.194 0.425 0.00
C 2.389 2.213 0.157 -0.05
C 0.990 2.611 0.147 0.00
N -0.084 1.875 -0.098 0.03
C -1.194 2.684 0.016 0.01
C -0.798 3.940 0.330 0.00
N 0.577 3.884 0.405 0.00
H 4.542 -0.384 -0.224 0.00
H 6.192 1.380 0.256 0.00
H 5.418 3.724 0.677 0.00
H 3.050 4.218 0.610 0.00
H -2.175 2.271 -0.142 -0.01
H -1.349 4.847 0.502 0.00
H 1.183 4.651 0.621 0.00
C -3.051 -5.352 -0.257 0.00
C -2.975 -4.515 -1.519 0.00
O -3.391 -3.164 -1.310 0.00
P -2.423 -2.091 -0.572 0.01
S -3.198 -0.322 -0.955 0.10
S -0.510 -2.421 -1.037 0.02
O -2.559 -2.494 0.987 -0.01
C -3.729 -2.132 1.729 -0.01
C -3.376 -1.036 2.711 0.00
H -2.821 -6.395 -0.491 0.00
H -4.055 -5.309 0.170 0.00
H -2.341 -4.998 0.489 0.00
H -3.650 -4.906 -2.281 0.00
H -1.961 -4.519 -1.927 0.00
H -4.067 -3.037 2.241 0.00
H -4.519 -1.802 1.052 0.00
H -2.570 -1.360 3.370 0.00
H -4.245 -0.770 3.319 0.00
H -3.041 -0.155 2.163 0.00
```

Entry 3:
Here is a molecular structure, C13H3Cl5NNaO4 at a distorted geometry from the Open Molecules 2025 dataset. Energies are from ωB97M-V/def2-TZVPD.

Output
- net charge = -2
- frontier orbital gap (eV) = 7.00
- LUMO level (eV) = 4.100

```
27
Properties=species:S:1:pos:R:3:mulliken_charge:R:1
Na 0.102 0.054 0.000 1.07
O 0.476 4.824 0.000 -0.79
C 0.262 3.602 0.000 0.31
O 1.082 2.671 0.000 -0.63
C -1.231 3.170 0.000 0.11
C -2.270 4.099 0.000 -0.53
C -3.575 3.639 0.000 -0.15
C -3.803 2.273 0.000 -0.62
C -2.706 1.417 0.000 0.42
N -1.459 1.865 0.000 -0.21
C -2.880 -0.114 0.000 0.22
O -4.041 -0.541 0.000 -0.80
O -1.812 -0.760 0.000 -0.75
H -2.026 5.153 0.000 0.46
H -4.416 4.329 0.000 0.37
H -4.799 1.855 0.000 0.46
Cl 3.817 -0.279 0.000 -0.22
C 3.246 -1.915 0.000 1.15
C 1.865 -2.095 0.000 -1.58
C 1.484 -3.437 0.000 0.91
Cl -0.214 -3.773 0.000 -0.20
C 2.374 -4.509 0.000 -0.45
Cl 1.831 -6.153 0.000 -0.21
C 3.740 -4.257 0.000 0.61
Cl 4.881 -5.556 0.000 -0.24
C 4.185 -2.941 0.000 -0.50
Cl 5.889 -2.620 0.000 -0.21
```

Entry 4:
Here is a single C27H26N4O5 molecule at a distorted geometry from the Open Molecules 2025 dataset. Energies are from ωB97M-V/def2-TZVPD.

Output
- frontier orbital gap (eV) = 8.12
- LUMO level (eV) = 0.079
- energy above the lowest of the compared OMol25 structures with the same formula, charge and spin (kcal per mole) = 68.3

```
62
Properties=species:S:1:pos:R:3:mulliken_charge:R:1
C 1.343 5.559 4.164 -1.01
O 1.067 4.712 3.076 -0.40
C 0.547 3.471 3.319 1.25
C 0.222 3.013 4.592 -0.51
C -0.324 1.761 4.793 -1.29
C -0.586 0.917 3.716 0.91
C -1.138 -0.401 3.951 -0.33
C -1.628 -1.231 3.023 -0.90
C -2.100 -2.576 3.380 -0.08
O -2.531 -2.880 4.476 -0.66
N -2.084 -3.515 2.373 -0.10
C -1.479 -3.473 1.123 0.35
C -0.327 -2.722 0.881 -0.23
C 0.214 -2.662 -0.386 0.18
C -0.370 -3.375 -1.427 -0.76
N 0.171 -3.315 -2.717 0.82
N 0.397 -4.425 -3.427 -0.54
N 0.969 -4.107 -4.521 -0.69
C 1.139 -2.776 -4.565 -0.35
C 0.627 -2.226 -3.401 -0.63
C 0.458 -0.839 -3.008 0.13
C -0.697 -0.398 -2.379 -0.74
C -0.873 0.949 -2.101 -0.54
C 0.096 1.877 -2.443 1.24
O 0.000 3.218 -2.261 -0.42
C -1.170 3.730 -1.669 -0.94
C 1.291 1.430 -3.056 0.63
O 2.204 2.403 -3.327 -0.46
C 3.396 2.037 -3.976 -0.99
C 1.452 0.088 -3.339 -0.54
C -1.465 -4.195 -1.178 -0.64
C -2.016 -4.238 0.085 -0.74
C -0.247 1.370 2.441 -0.64
C 0.324 2.614 2.220 -0.02
O 0.582 2.889 0.910 -0.15
C 1.550 3.854 0.546 -0.82
H 0.433 5.816 4.716 0.37
H 1.765 6.463 3.728 0.26
H 2.072 5.114 4.848 0.39
H 0.392 3.646 5.448 0.39
H -0.562 1.441 5.796 0.38
H -1.123 -0.748 4.977 0.41
H -1.716 -0.943 1.986 0.94
H -2.589 -4.364 2.599 0.24
H 0.158 -2.204 1.692 0.66
H 1.098 -2.070 -0.568 0.49
H 1.585 -2.292 -5.409 0.53
H -1.483 -1.094 -2.129 0.46
H -1.786 1.266 -1.624 0.45
H -1.035 4.811 -1.644 0.23
H -2.058 3.491 -2.262 0.39
H -1.293 3.356 -0.648 0.28
H 3.986 1.339 -3.374 0.37
H 3.956 2.962 -4.105 0.24
H 3.201 1.594 -4.958 0.38
H 2.349 -0.271 -3.816 0.59
H -1.875 -4.783 -1.984 0.51
H -2.878 -4.860 0.275 0.38
H -0.396 0.748 1.572 0.45
H 1.697 3.717 -0.525 0.20
H 2.493 3.688 1.072 0.37
H 1.202 4.870 0.740 0.25
```

Entry 5:
Here is 2 unconnected molecules or ions with the total composition C3H9N2 from the Open Molecules 2025 dataset. Energies are from ωB97M-V/def2-TZVPD.

Output
- net charge = +1
- frontier orbital gap (eV) = 8.08
- LUMO level (eV) = -4.688
- energy above the lowest of the compared OMol25 structures with the same formula, charge and spin (kcal per mole) = 41.8

```
14
Properties=species:S:1:pos:R:3:mulliken_charge:R:1
C -1.009 1.283 0.729 -0.31
N -2.002 0.704 0.159 -0.16
H -0.840 1.126 1.786 0.32
H -0.380 2.016 0.250 0.40
H -2.194 0.783 -0.829 0.28
H -2.593 0.058 0.667 0.27
C 1.234 0.003 0.568 -1.23
C 1.090 -0.421 -0.704 0.24
N 0.723 -1.691 -1.068 -0.42
H 1.206 -0.671 1.414 0.29
H 1.640 0.983 0.775 0.46
H 1.227 0.244 -1.547 0.37
H 0.670 -2.376 -0.330 0.22
H 1.227 -2.042 -1.870 0.26
```

Entry 6:
Here is a single C12H16N2O2S molecule at a distorted geometry from the Open Molecules 2025 dataset. Energies are from ωB97M-V/def2-TZVPD.

Output
- frontier orbital gap (eV) = 8.25
- LUMO level (eV) = -0.345
- energy above the lowest of the compared OMol25 structures with the same formula, charge and spin (kcal per mole) = 36.7

```
33
Properties=species:S:1:pos:R:3:mulliken_charge:R:1
C -2.178 2.393 1.010 -2.02
C -1.280 1.330 0.354 1.25
C -0.146 1.791 -0.276 0.80
C 0.181 3.250 -0.435 -1.95
C 0.979 0.823 -0.657 -1.92
C 0.767 -0.648 -0.140 1.89
C 1.030 -0.856 1.405 -0.07
O 0.759 -0.004 2.250 -0.66
N 1.557 -2.004 1.945 0.00
C 1.952 -3.082 1.172 -0.05
S 2.635 -4.531 1.611 -0.36
N 1.854 -2.909 -0.188 -0.11
C 1.747 -1.643 -0.758 -0.30
O 2.062 -1.674 -1.925 -0.61
C -0.746 -0.967 -0.460 -0.08
C -1.089 -0.859 -1.929 -1.57
C -1.649 -0.122 0.419 -1.28
H -2.854 2.820 0.240 0.33
H -1.701 3.208 1.539 0.48
H -2.762 2.022 1.859 0.41
H -0.684 3.853 -0.355 0.52
H 0.604 3.429 -1.471 0.33
H 0.944 3.368 0.243 0.39
H 0.918 0.855 -1.671 0.69
H 1.970 1.218 -0.260 0.52
H 1.754 -2.042 2.925 0.32
H 2.220 -3.707 -0.759 0.37
H -0.824 -2.067 -0.251 0.51
H -0.703 -1.633 -2.642 0.33
H -0.773 0.066 -2.363 0.35
H -2.187 -0.920 -1.964 0.42
H -1.658 -0.568 1.407 0.46
H -2.699 -0.190 0.126 0.61
```

Entry 7:
Here is 2 unconnected molecules or ions with the total composition C3H4O3 from the Open Molecules 2025 dataset. Energies are from ωB97M-V/def2-TZVPD.

Output
- frontier orbital gap (eV) = 9.53
- LUMO level (eV) = 0.383
- energy above the lowest of the compared OMol25 structures with the same formula, charge and spin (kcal per mole) = 78.4

```
10
Properties=species:S:1:pos:R:3:mulliken_charge:R:1
O 1.316 1.626 0.071 -0.32
C 0.851 0.593 -0.195 0.63
C 0.209 -0.537 -0.469 -0.53
O -1.145 -0.453 -0.793 -0.27
C -1.893 0.348 -0.011 0.18
O -1.502 0.966 0.940 -0.46
H 0.672 -1.499 -0.627 0.36
H -2.909 0.374 -0.415 0.34
H 2.484 -0.567 0.554 0.08
H 1.916 -0.852 0.945 -0.01
```

Entry 8:
Here is a single C2H2FN3S molecule at a distorted geometry from the Open Molecules 2025 dataset. Energies are from ωB97M-V/def2-TZVPD.

Output
- frontier orbital gap (eV) = 8.51
- LUMO level (eV) = -0.012
- energy above the lowest of the compared OMol25 structures with the same formula, charge and spin (kcal per mole) = 48.3

```
9
Properties=species:S:1:pos:R:3:mulliken_charge:R:1
F 0.035 1.926 -0.069 -0.23
C 0.259 0.653 -0.044 0.49
N 1.406 -0.050 -0.257 0.14
N 1.237 -1.393 -0.051 -0.47
N -0.068 -1.665 0.024 -0.24
C -0.712 -0.459 0.008 0.17
S -2.364 -0.322 -0.195 -0.30
H 2.439 0.329 -0.216 0.31
H -2.232 0.981 0.800 0.14
```

Entry 9:
Here is 2 unconnected molecules or ions with the total composition C3H7N2S at a distorted geometry from the Open Molecules 2025 dataset. Energies are from ωB97M-V/def2-TZVPD.

Output
- net charge = +1
- frontier orbital gap (spin up / spin down) (eV) = 8.71 / 8.71
- LUMO level (spin up / spin down) (eV) = -5.392 / -5.387
- energy above the lowest of the compared OMol25 structures with the same formula, charge and spin (kcal per mole) = 103.1

```
13
Properties=species:S:1:pos:R:3:mulliken_charge:R:1
C 0.709 1.265 1.749 -0.05
C -0.508 0.347 -0.772 0.40
C 0.021 -2.122 -0.055 -0.79
N 1.005 1.083 0.551 -0.35
N -0.823 1.315 -1.612 -0.35
S -1.234 -1.107 -0.876 0.00
H 1.491 1.891 2.341 0.29
H -0.181 1.066 2.409 0.27
H 0.455 -1.653 0.836 0.26
H 0.848 -2.173 -0.731 0.34
H -0.375 -3.041 0.364 0.38
H -0.242 2.086 -1.580 0.29
H -1.166 1.043 -2.624 0.31
```

Entry 10:
Here is 5 unconnected molecules or ions with the total composition C8H29N2O5 at a distorted geometry from the Open Molecules 2025 dataset. Energies are from ωB97M-V/def2-TZVPD.

Output
- net charge = +1
- frontier orbital gap (eV) = 6.81
- LUMO level (eV) = -4.680
- energy above the lowest of the compared OMol25 structures with the same formula, charge and spin (kcal per mole) = 92.6

```
44
Properties=species:S:1:pos:R:3:mulliken_charge:R:1
O -3.689 0.241 0.260 -0.40
H -4.217 -0.356 0.821 0.42
H -4.139 0.308 -0.605 0.44
H -2.703 -0.197 0.092 0.41
O -2.258 -3.268 -0.253 -0.43
H -2.648 -3.590 0.583 0.44
H -3.008 -3.062 -0.837 0.41
H -1.731 -2.326 -0.086 0.48
O -1.444 -0.920 0.065 -1.26
H -1.270 -0.590 -0.830 0.35
C 1.913 -3.837 1.934 -1.50
C 2.351 -2.515 1.294 0.41
C 2.839 -2.634 -0.136 -0.51
O 3.475 -1.401 -0.475 -0.30
C 4.191 -1.465 -1.696 -0.72
N 1.266 -1.523 1.417 -0.54
H 2.808 -4.455 2.027 0.39
H 1.187 -4.383 1.326 0.26
H 1.512 -3.631 2.922 0.39
H 3.173 -2.158 1.915 0.36
H 2.035 -2.730 -0.874 0.23
H 3.604 -3.418 -0.197 0.41
H 3.586 -2.056 -2.396 0.31
H 5.107 -2.045 -1.542 0.28
H 4.405 -0.471 -2.072 0.25
H 0.590 -1.553 0.659 0.04
H 1.681 -0.605 1.279 0.30
C 0.173 3.897 0.809 -1.49
C -0.893 2.897 0.380 0.51
C -0.942 2.727 -1.140 -0.48
O -1.458 3.806 -1.877 -0.39
C -2.744 4.231 -1.544 -0.63
N -0.583 1.641 1.085 -0.57
H 1.154 3.577 0.456 0.38
H 0.162 4.130 1.872 0.37
H -0.005 4.871 0.340 0.36
H -1.905 3.206 0.660 0.29
H -1.655 1.890 -1.317 0.26
H 0.007 2.434 -1.589 0.30
H -3.370 3.383 -1.214 0.16
H -3.264 4.670 -2.392 0.26
H -2.780 4.944 -0.714 0.29
H -0.940 0.808 0.601 0.17
H 0.424 1.529 0.985 0.31
```

Entry 11:
Here is a molecular structure, C26H30Br2GeNO2Re from the Open Molecules 2025 dataset. Energies are from ωB97M-V/def2-TZVPD.

Output
- net charge = +2
- frontier orbital gap (eV) = 5.69
- LUMO level (eV) = -8.372
- energy above the lowest of the compared OMol25 structures with the same formula, charge and spin (kcal per mole) = 23.8

```
63
Properties=species:S:1:pos:R:3:mulliken_charge:R:1
Re 0.519 0.525 -0.289 0.04
Br -1.362 1.888 1.282 0.01
C -1.713 0.734 2.841 -0.55
Br -2.326 -1.000 2.355 -0.05
H -2.495 1.258 3.378 0.45
H -0.784 0.679 3.394 0.34
N -2.388 1.736 -2.929 -0.32
C -1.595 1.063 -2.135 0.70
O -0.551 1.619 -1.655 -0.63
C -1.873 -0.352 -1.717 -0.88
C -0.578 -1.020 -1.213 -1.05
H -2.182 2.698 -3.161 0.28
H -3.200 1.305 -3.345 0.24
H -2.309 -0.924 -2.539 0.53
H -2.632 -0.304 -0.928 0.31
H -0.025 -1.473 -2.029 0.51
H -0.796 -1.774 -0.456 0.54
C 3.403 -0.063 1.741 -1.28
C 2.169 -0.927 1.868 0.53
C 2.276 -2.283 1.207 -0.97
O 0.999 -0.224 1.285 -0.25
H 4.195 -0.501 2.349 0.49
H 3.226 0.949 2.105 0.35
H 3.767 -0.020 0.714 0.22
H 1.879 -1.033 2.915 0.39
H 2.282 -2.187 0.121 0.01
H 1.465 -2.945 1.505 0.35
H 3.221 -2.746 1.491 0.43
C 1.905 0.299 -1.260 0.80
Ge 3.440 0.183 -2.582 1.03
C 4.378 -1.435 -2.115 0.49
C 5.684 -1.379 -1.632 -0.39
C 6.356 -2.546 -1.294 -0.72
C 5.724 -3.773 -1.427 -0.58
C 4.419 -3.840 -1.900 -0.81
C 3.752 -2.677 -2.244 -0.14
C 4.408 1.828 -2.313 0.44
C 5.529 2.059 -3.114 -0.41
C 6.255 3.233 -2.979 -0.78
C 5.868 4.185 -2.046 -0.52
C 4.755 3.968 -1.247 -0.69
C 4.030 2.793 -1.382 -0.03
C 2.395 0.065 -4.208 0.31
C 2.588 -0.971 -5.118 -0.55
C 1.867 -1.007 -6.305 -0.65
C 0.949 -0.010 -6.589 -0.53
C 0.749 1.031 -5.689 -0.77
C 1.469 1.067 -4.506 -0.44
H 6.184 -0.423 -1.521 0.40
H 7.374 -2.498 -0.930 0.45
H 6.251 -4.682 -1.169 0.44
H 3.933 -4.800 -2.009 0.45
H 2.741 -2.744 -2.635 0.37
H 5.841 1.329 -3.853 0.47
H 7.121 3.405 -3.603 0.42
H 6.436 5.100 -1.943 0.41
H 4.455 4.712 -0.522 0.43
H 3.167 2.637 -0.742 0.14
H 3.311 -1.752 -4.912 0.40
H 2.032 -1.809 -7.012 0.43
H 0.400 -0.032 -7.521 0.43
H 0.056 1.826 -5.930 0.46
H 1.332 1.903 -3.827 0.52
```

Entry 12:
Here is 2 unconnected molecules or ions with the total composition CF2O2S at a distorted geometry from the Open Molecules 2025 dataset. Energies are from ωB97M-V/def2-TZVPD.

Output
- frontier orbital gap (spin up / spin down) (eV) = 8.08 / 8.39
- LUMO level (spin up / spin down) (eV) = -1.710 / -1.687
- energy above the lowest of the compared OMol25 structures with the same formula, charge and spin (kcal per mole) = 43.8

```
6
Properties=species:S:1:pos:R:3:mulliken_charge:R:1
C 0.997 0.010 0.010 0.38
O 1.461 -0.948 0.461 -0.28
O -1.936 -1.302 0.334 -0.37
F 1.684 1.035 -0.589 -0.18
F -1.949 1.166 0.396 -0.18
S -1.545 -0.126 -0.458 0.63
```